[1]
{"formula": "C5H15N2O", "method": "the ωB97M-V functional and the def2-TZVPD basis", "multiplicity": 1, "mol_weight_g_mol": 119.19, "de_lowest_ev": 1.668, "total_charge": 1, "homo_energy_ev": -12.5, "elements": ["C", "C", "C", "C", "C", "N", "N", "H", "H", "H", "H", "H", "H", "H", "H", "H", "H", "H", "H", "H", "H", "H", "O"], "coordinates": [[0.9261, -2.0852, 1.3933], [1.6834, -1.2067, 0.3766], [1.6729, 0.3123, 0.7534], [0.3950, 1.0590, 0.4981], [-0.7833, 0.4795, 0.1527], [-1.8074, 1.1195, -0.6599], [0.5084, 2.4011, 0.6838], [1.3390, -3.0926, 1.5068], [-0.0861, -2.2192, 1.0421], [1.0878, -1.6981, 2.4050], [2.7344, -1.4995, 0.3407], [1.2090, -1.3210, -0.6017], [2.5289, 0.6867, 0.1909], [1.9218, 0.2814, 1.8192], [-0.8259, -0.5936, 0.1833], [-2.0091, 2.0594, -0.3100], [-1.5375, 1.3118, -1.6281], [-2.6288, 0.5287, -0.7735], [-0.1529, 3.1176, 0.4161], [1.3725, 2.8422, 0.9619], [-2.2863, -1.5802, -2.7708], [-2.8276, -0.2370, -3.3810], [-2.4342, -0.6664, -2.5988]], "nbo_charge": [-0.624, -0.387, -0.462, 0.272, -0.267, -0.665, -0.784, 0.232, 0.198, 0.214, 0.225, 0.199, 0.247, 0.240, 0.227, 0.421, 0.432, 0.473, 0.384, 0.415, 0.503, 0.497, -0.992]}

***

[2]
{"formula": "C28H59Cl4F9N6O8P2", "method": "the ωB97M-V functional and the def2-TZVPD basis", "multiplicity": 1, "smiles": "CN(C)P(=O)(N(C)C)N(C)C.CN(C)P(=O)(N(C)C)N(C)C.CCOC(=O)C(F)(F)F.CCOC(=O)C(F)(F)F.CCOC(=O)C(F)(F)F.ClCCCl.ClCCCl", "mol_weight_g_mol": 982.56, "de_lowest_ev": 0.000, "homo_energy_ev": -8.4, "elements": ["C", "N", "C", "P", "O", "N", "C", "C", "N", "C", "C", "H", "H", "H", "H", "H", "H", "H", "H", "H", "H", "H", "H", "H", "H", "H", "H", "H", "H", "C", "N", "C", "P", "O", "N", "C", "C", "N", "C", "C", "H", "H", "H", "H", "H", "H", "H", "H", "H", "H", "H", "H", "H", "H", "H", "H", "H", "H", "C", "C", "O", "C", "O", "C", "F", "F", "F", "H", "H", "H", "H", "H", "C", "C", "O", "C", "O", "C", "F", "F", "F", "H", "H", "H", "H", "H", "C", "C", "O", "C", "O", "C", "F", "F", "F", "H", "H", "H", "H", "H", "Cl", "C", "C", "Cl", "H", "H", "H", "H", "Cl", "C", "C", "Cl", "H", "H", "H", "H"], "coordinates": [[-2.7205, -2.6966, -5.2067], [-1.6536, -3.6331, -4.8090], [-1.9976, -4.9496, -4.2661], [-0.0852, -2.9054, -4.8726], [0.0180, -1.8599, -5.9200], [0.4375, -2.3287, -3.4369], [0.7255, -0.9383, -3.1834], [0.0733, -2.9900, -2.1523], [0.9568, -4.2377, -5.0996], [0.6694, -4.9079, -6.3718], [2.3573, -3.9038, -4.8886], [-3.3959, -2.5350, -4.3550], [-3.2326, -3.1157, -6.0741], [-2.3158, -1.7529, -5.5283], [-2.8860, -5.3268, -4.8523], [-2.4547, -4.9145, -3.2852], [-1.1975, -5.6689, -4.1901], [1.7473, -0.8926, -2.6593], [0.7416, -0.4060, -4.1405], [0.0492, -0.4248, -2.5700], [-0.3433, -3.9658, -2.3321], [1.0131, -3.0765, -1.5808], [-0.5659, -2.4948, -1.4978], [1.2212, -5.8544, -6.4374], [-0.4132, -5.1658, -6.3555], [0.9161, -4.2006, -7.2126], [2.8556, -4.3250, -4.0021], [2.6188, -2.8559, -4.9977], [2.9588, -4.2143, -5.7602], [-3.2211, 2.9041, 1.4399], [-2.7117, 4.2187, 1.2813], [-3.6896, 5.1836, 1.6882], [-1.5594, 4.3336, 0.1097], [-0.8047, 3.0653, -0.0549], [-2.2120, 4.6782, -1.3263], [-2.2232, 3.7132, -2.5121], [-2.8585, 5.9888, -1.5313], [-0.6715, 5.6900, 0.4821], [0.2392, 6.0841, -0.5822], [-0.0403, 5.9475, 1.7740], [-2.6125, 2.1758, 0.7782], [-4.2119, 2.7733, 1.1215], [-3.1205, 2.5196, 2.4872], [-4.1425, 4.7789, 2.5616], [-4.5224, 5.4140, 1.0325], [-3.3227, 6.1624, 1.9366], [-1.6029, 4.1706, -3.3331], [-1.8605, 2.6716, -2.2880], [-3.2258, 3.5117, -2.9427], [-3.9659, 6.0344, -1.3626], [-2.4161, 6.6972, -0.8251], [-2.5952, 6.2898, -2.5335], [0.6208, 7.0679, -0.3755], [1.1063, 5.3743, -0.5622], [-0.1586, 6.1011, -1.6090], [-0.0237, 7.0676, 1.8411], [1.0542, 5.5245, 1.8073], [-0.6904, 5.5118, 2.5859], [2.0539, 0.9127, 0.1195], [1.3864, 1.2289, 1.4610], [0.0927, 0.5474, 1.5019], [-0.7193, 0.6857, 2.4797], [-0.6390, 1.3854, 3.4664], [-1.9779, -0.3692, 2.3932], [-2.7092, -0.2348, 1.2861], [-1.5315, -1.6773, 2.3335], [-2.7180, -0.2976, 3.5301], [1.4654, 1.3281, -0.6874], [2.1017, -0.1406, -0.0575], [3.0043, 1.3712, 0.1355], [1.1295, 2.2949, 1.5226], [1.9290, 1.0134, 2.3672], [-3.6980, -4.3213, 0.1303], [-4.6622, -3.1848, 0.3299], [-4.3648, -2.2219, -0.7796], [-4.9854, -1.0877, -0.6306], [-5.7700, -0.7863, 0.2186], [-4.5980, -0.0274, -1.6677], [-3.2853, 0.0329, -1.8601], [-5.2600, -0.3642, -2.8230], [-5.0143, 1.2027, -1.3426], [-3.7875, -4.6284, -0.8612], [-3.7648, -5.2225, 0.7552], [-2.7145, -4.0513, 0.3255], [-4.5295, -2.6642, 1.2869], [-5.6895, -3.5238, 0.2012], [8.5717, 0.5247, 4.0402], [7.6034, 1.0004, 2.9914], [6.4847, 1.6798, 3.6365], [5.4298, 1.9018, 2.8595], [5.1843, 1.5132, 1.7600], [4.3854, 2.6384, 3.7007], [4.9355, 3.5220, 4.5108], [3.6827, 3.3998, 2.8085], [3.5836, 1.8309, 4.3466], [9.4186, 0.1486, 3.4673], [8.1005, -0.2478, 4.7332], [8.8077, 1.3566, 4.6883], [7.1718, 0.1197, 2.4612], [8.1049, 1.6552, 2.3042], [-2.2039, -3.7164, 5.4674], [-0.7033, -2.8888, 5.7731], [0.6318, -3.6579, 5.6363], [1.9009, -2.4776, 6.0880], [-0.7753, -2.4668, 6.7166], [-0.7343, -2.1124, 4.9694], [0.8302, -4.0297, 4.6273], [0.7216, -4.5037, 6.3279], [1.4055, -2.6779, 1.4454], [3.1792, -2.6626, 1.6885], [3.6612, -1.6702, 2.7948], [5.4573, -1.8550, 3.0575], [3.6521, -2.3713, 0.7521], [3.4037, -3.7122, 1.9674], [3.2300, -1.8810, 3.7227], [3.4796, -0.6717, 2.4718]], "lowdin_charge": [-0.098, -0.297, -0.129, 0.534, -0.293, -0.294, -0.112, -0.079, -0.303, -0.132, -0.139, 0.078, 0.082, 0.061, 0.097, 0.050, 0.070, 0.106, 0.078, 0.052, 0.060, 0.065, 0.050, 0.082, 0.069, 0.098, 0.082, 0.071, 0.081, -0.135, -0.280, -0.114, 0.469, -0.282, -0.290, -0.064, -0.113, -0.330, -0.129, -0.109, 0.090, 0.067, 0.103, 0.075, 0.077, 0.076, 0.085, 0.075, 0.075, 0.087, 0.067, 0.071, 0.073, 0.098, 0.081, 0.088, 0.111, 0.090, -0.031, -0.160, 0.019, -0.422, 0.135, -0.452, 0.152, 0.064, 0.134, 0.075, 0.042, 0.058, 0.114, 0.099, -0.052, -0.134, 0.046, -0.460, 0.166, -0.522, 0.170, 0.130, 0.159, 0.051, 0.098, 0.050, 0.128, 0.130, -0.068, -0.221, 0.033, -0.416, 0.162, -0.566, 0.186, 0.125, 0.207, 0.084, 0.103, 0.074, 0.080, 0.124, 0.575, -0.715, -0.597, 0.571, 0.031, 0.058, 0.063, 0.071, 0.593, -0.615, -0.566, 0.585, 0.066, 0.070, -0.014, 0.030]}

***

| no. | frontier orbital gap (eV) |
| --- | --- |
| 1 | 9.2 |
| 2 | 8.9 |